## A
Density functional theory data (ωB97M-V/def2-TZVPD) for a 2-piece molecular cluster, C6H15NO2 overall.

Structure (ORCA input):
```
! wB97M-V def2-TZVPD RIJCOSX def2/J DEFGRID3
* xyz 0 1
O -1.18066 0.98898 -1.49164
O 0.46219 2.21245 -0.57176
N 0.08492 -2.63952 0.07007
C 1.33202 1.93624 -1.66178
C 0.70874 -1.91354 -1.01661
C -0.77314 1.69541 -0.60875
C -1.56643 2.12754 0.59471
C -0.64842 -1.81529 1.00811
C 0.20346 -0.87643 1.87150
H -1.20679 -2.49315 1.66143
H -2.16047 1.29380 0.95786
H 0.94451 1.10055 -2.24719
H -0.05371 -1.30997 -1.50835
H 0.78190 -3.18900 0.56501
H -2.24537 2.92300 0.29321
H 1.10079 -2.63366 -1.73441
H 2.30971 1.69299 -1.24857
H 0.70108 -0.12856 1.25856
H 1.53256 -1.25345 -0.70582
H -0.42298 -0.36331 2.59676
H 0.96101 -1.44335 2.41116
H -1.36838 -1.23137 0.42813
H 1.40706 2.82356 -2.29234
H -0.90360 2.49608 1.37070
*
```

Values from the calculation:
SMILES string: COC(C)=O.CCNC
LUMO level: 0.9 eV

=====

## B
Density functional theory data (ωB97M-V/def2-TZVPD) for a 3-piece molecular cluster, C6H15NO2 overall.

Structure (ORCA input):
```
! wB97M-V def2-TZVPD RIJCOSX def2/J DEFGRID3
* xyz 0 1
O 0.48642 -0.98526 1.61437
O -2.78097 2.18750 -1.16032
N -0.93385 -2.81031 -0.38103
C 2.37213 0.59199 1.42394
C -0.87970 3.91985 -1.35168
C -0.66974 -3.82966 0.09886
C -0.15536 -5.06483 0.70677
C -1.36295 2.46941 -1.36029
C 1.38679 -0.23213 0.60856
H 1.89731 1.14942 2.35705
H -1.29625 2.10024 -2.31734
H 2.82921 1.14983 0.62625
H -1.59751 4.32598 -1.88327
H -0.91688 -5.23194 1.16301
H 1.62605 -1.14202 0.02992
H 3.04341 -0.09679 1.65542
H -0.69339 1.90749 -0.75147
H -0.84606 4.58295 -0.43117
H 0.04963 4.01762 -1.50030
H 0.84813 0.46208 0.11688
H -0.20028 -1.56897 1.19695
H 0.54455 -4.93029 1.29586
H -3.13167 2.83866 -1.86292
H 0.38098 -5.81083 0.10596
*
```

Values from the calculation:
SMILES string: CC#N.CCO.CCO
LUMO level: 0.7 eV

=====

## C
Density functional theory data (ωB97M-V/def2-TZVPD) for a 2-piece molecular cluster, C6H15NO2 overall.

Structure (ORCA input):
```
! wB97M-V def2-TZVPD RIJCOSX def2/J DEFGRID3
* xyz 0 1
O -0.37290 3.16891 2.85782
O 1.45043 4.07272 4.56794
N 0.90146 1.77953 1.64030
C 1.63148 2.80471 0.90852
C -0.40221 0.89352 3.54474
C 0.00000 0.00000 0.00000
C 3.01936 3.21931 1.53181
C 0.02503 2.06592 2.66680
C 1.06034 0.42168 1.06532
H -0.70690 0.02059 2.94328
H 3.78958 2.43120 1.48442
H 2.00920 0.46413 0.49673
H 0.28539 -0.90814 -0.55717
H 0.77961 3.91932 3.86458
H -1.25488 1.20347 4.17203
H 0.42913 0.59326 4.20454
H 2.87616 3.50832 2.58660
H 1.01536 3.72425 0.89145
H 1.86733 2.53811 -0.13969
H 2.10741 3.35040 4.44589
H 1.14780 -0.39688 1.80542
H -0.98732 -0.16679 0.46259
H 3.38062 4.09841 0.97209
H -0.08221 0.83834 -0.71207
*
```

Values from the calculation:
SMILES string: CCN(CC)C(C)=O.O
LUMO level: 0.7 eV

=====

Question: which arrangement is favored energetically? Ranking from most to least stable: C, A, B.

=====

## A
Density functional theory data (ωB97M-V/def2-TZVPD) for C22H22N4O3 in the gas phase.

Structure (ORCA input):
```
! wB97M-V def2-TZVPD RIJCOSX def2/J DEFGRID3
* xyz 0 1
O -1.42569 -1.96100 3.12373
O -3.40925 -1.90557 2.06088
O -0.46945 1.90240 0.73810
N 1.98175 0.30101 2.85245
N -4.42348 -3.62231 -0.85454
N -0.16449 -0.21393 1.49748
N 3.34668 1.28442 -1.78933
C 6.59534 1.87134 0.70749
C -6.27075 -0.89259 -2.72421
C -3.18407 -3.37877 -0.58093
C -2.11088 -1.67494 2.16401
C 4.52990 1.39494 -1.06644
C 2.87963 2.02534 0.35568
C 1.30691 1.49888 2.29817
C -1.42964 -1.44994 -0.26347
C 6.83537 1.71111 -0.75172
C -3.95380 -1.51706 -1.35773
C 4.31615 1.79328 0.21586
C -4.19721 -0.21143 -1.82568
C 2.21035 2.50787 1.55671
C 0.18519 1.09664 1.39061
C -5.95883 -2.23758 -2.32066
C 5.27788 1.91344 1.20998
C -1.52378 -0.70207 1.02654
C -5.36245 0.17480 -2.47578
C -2.81423 -2.04722 -0.75971
C 5.86362 1.48056 -1.68541
C 2.35717 1.65997 -0.84556
C -4.88211 -2.52563 -1.58558
H 3.09961 0.67959 -2.56271
H -4.56251 -4.62474 -1.10298
H 2.92955 2.95086 2.25258
H 7.77220 1.68047 -1.18502
H -0.66531 -2.16489 -0.15533
H 1.41205 3.34989 1.46819
H 2.80454 0.62055 3.29811
H -7.05018 -0.75641 -3.54584
H -6.65310 -2.99404 -2.69346
H -2.03532 0.20575 0.92109
H -3.40778 0.61934 -1.81172
H 7.41350 1.76666 1.42744
H 6.29856 1.24633 -2.64019
H -2.63955 -4.04662 0.07780
H 5.01983 2.17279 2.17543
H -3.71078 -1.94790 1.17121
H 0.83928 2.00296 3.13505
H 1.32296 1.50216 -1.24424
H -1.01050 -0.85543 -1.03159
H -5.62267 1.19938 -2.74357
H 0.09506 -0.64613 2.42449
H 2.24470 -0.23655 2.05430
*
```

Values from the calculation:
SMILES string: N[C@@H](Cc1c[nH]c2ccccc12)C(=O)N[C@@H](Cc1c[nH]c2ccccc12)C(=O)O
LUMO level: 0.5 eV

=====

## B
Density functional theory data (ωB97M-V/def2-TZVPD) for C22H22N4O3 in the gas phase.

Structure (ORCA input):
```
! wB97M-V def2-TZVPD RIJCOSX def2/J DEFGRID3
* xyz 0 1
O -1.98172 -1.58561 4.08954
O 0.68320 -3.39955 1.09933
O -1.37610 -3.40544 2.82727
N 3.25587 -3.26059 1.26164
N 2.43106 -0.02559 -2.51047
N 0.32195 -1.20710 1.67014
N -1.26730 0.58861 -2.24007
C -2.74176 0.61122 -0.45666
C 2.25538 0.87496 -0.59039
C 2.55675 -2.07411 1.73831
C -2.20464 1.30741 -1.51038
C -3.74774 1.07393 0.38523
C -1.15216 -1.11582 1.86028
C 1.72134 1.82629 0.27978
C -4.13360 2.35304 0.16774
C -2.00768 -0.66078 -0.38834
C 1.14949 2.96298 -0.30854
C 1.08824 -2.27379 1.46388
C -2.02227 -1.71106 0.67343
C 2.88711 -0.99690 -1.62004
C 3.15582 -0.79370 1.04833
C -3.70644 3.09211 -0.96734
C 2.16060 1.10202 -1.87308
C -1.14973 -0.62662 -1.51652
C 2.71468 -0.48237 -0.36624
C -2.71379 2.62355 -1.76191
C 1.70506 2.26798 -2.55626
C 1.02574 3.15572 -1.68148
C -1.59402 -2.07493 3.07283
H 1.60732 2.47363 -3.64723
H -4.97983 2.63600 0.80044
H -3.09174 -1.66990 1.04184
H 0.45962 3.62889 0.25336
H -0.77437 -3.55796 2.06183
H 3.21137 -2.00492 -1.84651
H 0.40901 4.02845 -2.00376
H -4.06766 4.11201 -1.19306
H -2.37249 3.21152 -2.59987
H 2.45485 -0.05597 -3.56892
H 4.22892 -0.82853 1.14650
H 3.22484 -3.20238 0.19262
H -1.72400 -2.70125 0.35444
H -1.41091 -0.05685 2.13524
H 0.73413 -0.32158 1.68048
H 2.64548 -1.86660 2.85266
H -0.40137 -1.37307 -1.71723
H 2.81100 0.16601 1.57315
H 2.60945 -4.08383 1.36254
H -4.11463 0.54809 1.22622
H -0.46544 1.00299 -2.75585
H 1.69310 1.76939 1.36107
*
```

Values from the calculation:
SMILES string: N[C@@H](Cc1c[nH]c2ccccc12)C(=O)N[C@@H](Cc1c[nH]c2ccccc12)C(=O)O
LUMO level: 0.2 eV

=====

Question: which arrangement is favored energetically? Ranking from most to least stable: B, A.

=====

## A
Density functional theory data (ωB97M-V/def2-TZVPD) for C2H7N3S in the gas phase.

Structure (ORCA input):
```
! wB97M-V def2-TZVPD RIJCOSX def2/J DEFGRID3
* xyz 0 1
S -2.62204 -0.19055 0.34779
N -1.26242 0.60043 -0.34296
N 1.08417 0.42880 -0.19480
N 2.18547 -0.38630 -0.34217
C 3.32154 0.03610 0.46528
C -0.05254 -0.11243 -0.40909
H 4.28559 -0.50509 0.13555
H -3.25025 -0.57065 -0.81163
H -0.26970 -1.15633 -0.67685
H 2.02087 -1.37146 -0.26569
H 3.10112 -0.04802 1.58155
H 3.53191 1.10183 0.30787
H -1.13151 1.55596 -0.01313
*
```

Values from the calculation:
SMILES string: CN/N=C/NS
LUMO level: 0.8 eV

=====

## B
Density functional theory data (ωB97M-V/def2-TZVPD) for a 2-piece molecular cluster, C2H7N3S overall.

Structure (ORCA input):
```
! wB97M-V def2-TZVPD RIJCOSX def2/J DEFGRID3
* xyz 0 1
S -0.70061 2.06962 -2.18596
N 1.02696 0.06682 -1.52197
N -0.51182 0.90158 0.05786
N 0.30360 0.36599 1.15920
C -0.13008 -0.98049 1.42656
C 0.05556 1.08101 -1.17820
H 0.15873 -1.15414 -1.20564
H 0.72322 -0.17856 -2.47862
H -0.94775 1.66680 0.49917
H -1.19913 -0.91907 1.85378
H 0.35275 -1.42202 2.23675
H 1.32053 0.18782 0.66214
H -0.45197 -1.68538 0.67494
*
```

Values from the calculation:
LUMO level: -0.7 eV

=====

Question: which arrangement is favored energetically? Ranking from most to least stable: A, B.

=====

## A
Density functional theory data (ωB97M-V/def2-TZVPD) for a 2-piece molecular cluster, C4H12N4 overall.

Structure (ORCA input):
```
! wB97M-V def2-TZVPD RIJCOSX def2/J DEFGRID3
* xyz 2 1
N 2.19846 1.12628 0.19206
N 3.90027 -0.41592 -0.07804
N 1.17961 0.45587 -0.20140
N -1.79417 -0.47207 -0.44981
C 4.21793 -1.54148 -0.31140
C -4.00727 0.59899 0.04710
C -2.97982 -0.44612 0.30063
C 3.46476 0.72753 0.24277
H 0.22801 1.02309 -0.21627
H 4.26813 1.34298 0.59954
H 2.05246 2.05533 0.57546
H 4.60922 -1.71753 -1.28894
H -1.40142 0.33709 -0.97206
H -2.63332 -0.52685 1.26960
H 4.44864 -2.36690 0.45598
H -4.49971 0.79177 0.98624
H -3.50692 -1.48854 0.18648
H -4.91334 0.10572 -0.62963
H -1.00801 -1.07292 -0.15283
H -3.82349 1.48367 -0.55547
*
```

Values from the calculation:
LUMO level (alpha / beta): -8.9 / -10.9 eV

=====

## B
Density functional theory data (ωB97M-V/def2-TZVPD) for a 2-piece molecular cluster, C4H12N4 overall.

Structure (ORCA input):
```
! wB97M-V def2-TZVPD RIJCOSX def2/J DEFGRID3
* xyz 2 1
N -2.26443 -1.18964 -0.13516
N 2.46760 -0.83332 0.51825
N 2.29426 1.22145 -0.59541
N -1.87222 1.34793 -0.02223
C -0.80910 -1.02626 -0.41662
C -0.72434 1.19662 0.51864
C 1.80615 0.17086 0.02571
C -0.16349 -0.13530 0.63792
H 3.23041 1.54296 -0.66712
H -2.36813 -1.46847 0.82369
H -0.26439 2.18788 0.82601
H 2.07148 -1.56972 1.07681
H -2.77250 -1.83120 -0.70619
H 3.36283 -1.15946 0.11870
H 0.01158 -0.46637 1.56329
H -0.63003 -0.59404 -1.35694
H -2.38866 0.57467 -0.33199
H 1.71292 1.88239 -1.10579
H -0.41702 -2.09569 -0.49704
H -2.28292 2.24471 -0.27455
*
```

Values from the calculation:
LUMO level: -9.3 eV

=====

Question: which arrangement is favored energetically? Ranking from most to least stable: B, A.